Entry 1:
Density functional theory data (ωB97M-V with the def2-TZVPD basis set) for 2 unconnected molecules or ions with the total composition C3H7O3 in a non-equilibrium geometry.

Structure (XYZ):
```
13
Properties=species:S:1:pos:R:3:forces:R:3:nbo_charge:R:1
O 5.112441 -2.264040 2.630245 1.327 0.890 0.514 -0.54
C 4.444007 -1.980930 3.579496 -2.519 -2.380 -1.867 0.62
O 4.062079 -2.933019 4.484681 0.555 0.960 1.293 -0.71
H 3.642403 -1.227153 3.529022 0.678 0.631 0.575 0.13
H 4.800394 -3.489650 4.772528 -0.041 -0.103 -0.521 0.49
C -2.597726 0.870939 -1.882226 -0.862 1.086 0.184 -0.02
O -3.454563 0.992823 -0.844304 -0.061 -0.177 0.051 -0.97
C -2.841684 2.051151 -2.917181 -0.388 -0.485 0.045 -0.68
H -2.767881 -0.097375 -2.409374 0.775 -0.052 -0.159 0.08
H -1.543831 1.055487 -1.547492 0.228 -0.695 -0.345 0.06
H -3.637939 1.841247 -3.644166 -0.169 -0.182 0.248 0.16
H -1.996295 2.384193 -3.537962 0.233 0.052 0.383 0.15
H -3.221399 2.796322 -2.213265 0.244 0.455 -0.402 0.21
```
Forces are in eV/Å.

Its HOMO-LUMO gap is 3.959 eV. Its spin multiplicity is 1. As for the energy above the lowest of the compared OMol25 structures with the same formula, charge and spin: 360.6 kJ/mol. As for the charge: -1. Its strongest force on any atom is 0.077 hartree/bohr.

Entry 2:
Density functional theory data (ωB97M-V with the def2-TZVPD basis set) for 2 unconnected molecules or ions with the total composition C4H8S in a non-equilibrium geometry.

Structure (XYZ):
```
13
Properties=species:S:1:pos:R:3:forces:R:3:nbo_charge:R:1
C -1.167668 2.103434 -0.580617 2.322 0.619 -2.932 -0.50
C 0.172755 2.127310 -0.634791 -1.459 -0.830 -0.004 0.10
C 1.462284 1.932345 -0.657669 1.770 2.441 -0.435 -0.52
H -1.584850 2.100021 0.390207 -0.939 0.003 0.582 0.24
H -1.730884 2.174328 -1.601984 0.801 -0.190 2.357 0.24
H 2.281501 2.750401 -0.733325 -1.972 -0.781 0.317 0.22
H 2.017949 1.025656 -0.719338 -0.511 -1.163 0.057 0.22
C -0.107930 -2.350748 1.080091 -2.086 4.247 2.774 -0.67
S -1.475545 -1.174790 0.603257 0.752 0.507 -1.658 -0.11
H -0.528259 -2.635565 2.057283 1.063 -0.395 -0.318 0.22
H 0.717971 -1.661938 1.067727 0.763 -0.610 0.482 0.22
H -0.162904 -3.016491 0.351725 0.432 -3.436 -2.691 0.20
H -0.840699 -0.749875 -0.593944 -0.935 -0.411 1.469 0.13
```
Forces are in eV/Å.

Its HOMO-LUMO gap is 9.684 eV. The SMILES is C=C=C.CS. Its spin multiplicity is 1. As for the energy above the lowest of the compared OMol25 structures with the same formula, charge and spin: 254.9 kJ/mol. Its strongest force on any atom is 0.107 hartree/bohr.

Entry 3:
Density functional theory data (ωB97M-V with the def2-TZVPD basis set) for a gas-phase ion, C8H14N3 (charge +1) in a non-equilibrium geometry.

Structure (XYZ):
```
25
Properties=species:S:1:pos:R:3:forces:R:3:nbo_charge:R:1
C -1.024172 2.577794 -0.189594 -1.017 0.178 -3.228 -0.41
N -0.947208 1.143633 -0.015441 3.112 -1.114 -0.757 -0.36
C 0.270727 0.598870 0.094047 0.055 1.998 0.888 0.65
N 1.324162 1.627770 0.346655 -2.253 -2.192 -0.790 -0.44
C 2.491578 1.182586 0.146160 0.593 2.173 1.358 0.21
C 2.766228 -0.192695 -0.207299 -0.179 -0.526 -2.376 -0.50
C 1.847876 -1.205041 0.452340 -0.278 2.430 -0.643 -0.20
N 0.471536 -0.708815 0.129317 1.675 -0.930 -0.100 -0.37
C -0.518037 -1.779870 0.082533 -0.577 0.769 1.730 -0.21
C -1.805973 -1.196850 -0.432614 -1.077 -0.070 3.251 -0.42
C -2.015233 0.223522 0.191266 -3.441 -0.450 -0.736 -0.24
H -1.001393 3.090639 0.678327 0.666 1.436 3.212 0.22
H -0.298555 3.067194 -0.905106 -0.737 -1.172 0.771 0.24
H -2.024765 2.807617 -0.531661 -0.283 -0.191 -0.560 0.22
H 3.242423 1.993319 0.318384 -0.048 -1.135 -0.355 0.23
H 2.595623 -0.138407 -1.361950 0.430 -0.730 1.654 0.26
H 3.765732 -0.459078 -0.025081 1.445 -0.226 0.024 0.26
H 2.122457 -2.177336 0.089402 -0.728 -0.518 -0.400 0.25
H 1.961574 -1.189700 1.522056 0.137 -0.069 0.588 0.22
H -0.426183 -2.237992 1.117977 -0.978 0.353 -1.136 0.22
H -0.269426 -2.508754 -0.620136 1.210 -1.273 -1.018 0.22
H -1.826390 -1.201972 -1.475634 0.483 0.656 -1.828 0.23
H -2.703015 -1.851010 -0.240950 0.903 0.701 0.488 0.26
H -2.942528 0.510308 -0.394207 0.978 0.563 1.069 0.24
H -2.236132 0.265498 1.296699 -0.090 -0.659 -1.107 0.22
```
Forces are in eV/Å.

Its HOMO-LUMO gap is 9.893 eV. The SMILES is C[N+]1=C2N=CCCN2CCC1. Its spin multiplicity is 1. As for the energy above the lowest of the compared OMol25 structures with the same formula, charge and spin: 191.0 kJ/mol. As for the charge: +1. Its strongest force on any atom is 0.070 hartree/bohr.

Entry 4:
Density functional theory data (ωB97M-V with the def2-TZVPD basis set) for 2 unconnected molecules or ions with the total composition C4H10N2 in a non-equilibrium geometry.

Structure (XYZ):
```
16
Properties=species:S:1:pos:R:3:forces:R:3:nbo_charge:R:1
C -1.017859 -1.456898 -0.435180 0.141 1.824 1.178 -0.54
C -0.011458 -1.171415 0.354045 0.521 0.817 -0.273 0.18
C 1.165751 -1.565210 1.162910 0.500 1.636 0.276 -0.72
C 0.617928 1.503115 -1.082613 2.179 2.332 4.682 -0.46
N -1.279189 1.711591 0.273113 2.236 -1.190 -4.999 -0.62
N 0.093986 1.386105 0.293195 -1.725 -0.337 -0.525 -0.19
H -1.608935 -0.528972 -0.737990 0.377 -1.495 -0.112 0.18
H -1.450878 -2.429586 -0.574485 -0.115 -0.376 -0.370 0.21
H 1.013278 -1.350905 2.255365 0.092 0.027 -1.073 0.24
H 2.134367 -1.050549 0.826823 -1.531 -0.362 0.433 0.24
H 1.379010 -2.595513 1.078218 0.122 -1.509 -0.115 0.22
H 1.508666 0.943552 -1.075183 0.957 -0.956 -0.588 0.20
H -0.054553 1.320513 -1.778754 -3.095 -1.475 -3.492 0.17
H 0.918244 2.553602 -1.215660 -0.041 -0.026 0.031 0.20
H -1.795565 1.109863 -0.503484 0.844 1.721 2.188 0.32
H -1.612793 1.620707 1.159679 -1.464 -0.631 2.759 0.36
```
Forces are in eV/Å.

Its HOMO-LUMO gap (alpha / beta) is 8.759 / 8.568 eV. Its spin multiplicity is 1. As for the energy above the lowest of the compared OMol25 structures with the same formula, charge and spin: 579.1 kJ/mol. Its strongest force on any atom is 0.110 hartree/bohr.

Entry 5:
Density functional theory data (ωB97M-V with the def2-TZVPD basis set) for 2 unconnected molecules or ions with the total composition C4H7NO.

Structure (XYZ):
```
13
Properties=species:S:1:pos:R:3:forces:R:3:nbo_charge:R:1
O -2.244325 -1.275648 0.260173 0.400 -0.327 0.140 -0.49
C -1.169230 -0.889112 0.657069 -0.536 -0.157 0.000 0.38
C -0.640414 0.327375 0.060665 -0.716 0.514 0.208 0.04
C -0.805239 1.597563 -0.027102 -0.612 -0.425 0.282 -0.08
N -0.565902 0.861756 -1.311276 -0.251 -0.050 -0.364 -0.57
H -0.605099 -1.392501 1.461901 -0.092 0.077 -0.074 0.14
H -1.461977 2.322684 0.395041 0.091 0.663 -0.077 0.22
H -1.474359 0.619338 -1.728734 0.036 0.233 -0.261 0.33
C 1.795921 -0.457514 0.041830 0.411 -0.044 0.054 -0.85
H 1.451737 -0.820432 -0.931537 0.083 0.150 0.264 0.23
H 2.756587 0.032462 -0.061942 0.438 -0.342 -0.049 0.22
H 1.812193 -1.263735 0.777709 0.259 0.052 -0.105 0.20
H 1.150110 0.337759 0.406209 0.490 -0.342 -0.018 0.22
```
Forces are in eV/Å.

Its HOMO-LUMO gap (alpha / beta) is 8.884 / 8.884 eV. The SMILES is O=CC1=CN1.C. Its spin multiplicity is 1. As for the energy above the lowest of the compared OMol25 structures with the same formula, charge and spin: 551.6 kJ/mol. Its strongest force on any atom is 0.018 hartree/bohr.

Entry 6:
Density functional theory data (ωB97M-V with the def2-TZVPD basis set) for 9 unconnected molecules or ions with the total composition C29H61BNO26 in a non-equilibrium geometry.

Structure (XYZ):
```
118
Properties=species:S:1:pos:R:3:forces:R:3:mulliken_charge:R:1
C 0.445609 -1.408333 0.980298 0.041 -0.059 -0.474 -1.28
C -0.207087 -2.586480 0.241613 -0.208 0.163 0.140 0.21
C -1.551115 -3.013863 0.862285 0.271 -0.008 0.017 -0.09
N -2.564100 -3.237117 -0.161120 0.072 -0.260 0.304 0.17
C -3.902299 -3.540029 0.411543 -0.444 1.079 -0.836 -1.02
B -4.642551 -2.502863 1.154343 -0.023 -0.395 0.193 0.43
O -6.054973 -2.588342 1.419807 0.156 -0.175 0.035 -0.69
O -4.030444 -1.316649 1.732250 -0.110 -0.045 0.159 -0.30
C -3.780503 -0.316930 0.776472 0.191 0.038 0.457 -0.38
H 0.469075 -1.566111 2.063609 0.033 0.036 -0.117 0.34
H 1.472533 -1.252328 0.621879 -0.074 -0.012 0.201 0.32
H -0.110335 -0.487336 0.760858 0.002 -0.138 0.243 0.30
H -0.441074 -2.277621 -0.783546 0.191 -0.085 0.013 -0.13
H 0.491006 -3.431048 0.198105 -0.073 0.078 -0.066 0.36
H -1.397938 -3.916780 1.486678 -0.107 0.151 0.058 0.26
H -1.911097 -2.226888 1.532727 0.000 -0.102 -0.106 -0.34
H -2.269163 -4.069599 -0.662574 -0.005 0.100 -0.081 0.22
H -4.509730 -4.043135 -0.352143 0.134 -0.450 0.395 0.07
H -6.208640 -2.375381 2.343868 -0.047 0.181 -0.054 0.23
H -3.059481 0.403214 1.190572 -0.112 -0.037 -0.027 0.09
H -3.345780 -0.760245 -0.123143 0.058 0.067 -0.016 -0.11
H -4.708327 0.233566 0.542272 0.162 -0.061 -0.141 0.39
C 2.099048 -4.942756 -4.991433 0.007 -0.040 0.011 -0.64
O 1.999755 -4.156479 -3.801334 0.063 -0.029 0.016 -0.33
C 1.856281 -2.849158 -4.015824 -0.088 -0.166 -0.128 0.79
O 1.828611 -2.334441 -5.110772 0.091 0.133 0.136 -0.52
O 1.747138 -2.241693 -2.851614 0.072 0.004 0.073 -0.19
C 1.496295 -0.831845 -2.908881 -0.078 0.071 0.019 -0.55
H 2.212148 -5.967871 -4.651558 -0.002 0.008 0.002 0.23
H 1.195593 -4.842543 -5.590689 0.013 0.011 -0.009 0.27
H 2.960402 -4.639189 -5.584870 -0.016 0.016 -0.014 0.28
H 0.555765 -0.639827 -3.422348 0.006 -0.009 -0.003 0.18
H 2.316043 -0.321049 -3.413842 -0.018 -0.019 -0.013 0.36
H 1.425558 -0.513999 -1.873598 -0.005 -0.005 0.006 0.13
C 4.707830 -2.116738 -11.385368 0.009 0.010 -0.047 -0.62
O 4.659259 -1.099220 -10.383923 -0.005 0.002 0.013 -0.34
C 4.427475 -1.559814 -9.149376 0.020 -0.050 -0.015 0.79
O 4.272832 -2.718562 -8.859070 0.001 0.032 -0.003 -0.56
O 4.404101 -0.528544 -8.316848 -0.012 0.010 -0.018 -0.36
C 4.134325 -0.877141 -6.949373 -0.031 0.042 0.113 -0.42
H 4.899722 -1.597085 -12.319545 -0.002 0.001 0.008 0.21
H 5.507886 -2.824747 -11.174927 -0.016 -0.006 0.010 0.29
H 3.760037 -2.650160 -11.436996 0.012 -0.009 0.014 0.29
H 4.897801 -1.556236 -6.576306 0.014 -0.047 -0.005 0.26
H 3.152927 -1.332306 -6.846713 0.029 -0.035 -0.026 0.20
H 4.168876 0.058594 -6.399596 0.002 0.020 -0.035 0.25
C -1.383127 -2.058703 -5.717379 0.065 0.039 0.033 -0.50
O -1.707965 -1.532477 -4.429469 -0.020 -0.046 0.080 -0.22
C -3.022201 -1.513378 -4.156994 -0.029 0.147 -0.125 0.70
O -3.880191 -1.892333 -4.915521 -0.033 -0.082 0.010 -0.59
O -3.197842 -0.979713 -2.966493 0.050 0.033 0.038 -0.29
C -4.563320 -0.897716 -2.528373 -0.165 -0.007 -0.135 -0.43
H -0.299778 -2.034697 -5.758276 -0.013 -0.019 -0.125 -0.01
H -1.749885 -3.079651 -5.822825 -0.031 0.033 0.009 0.30
H -1.815647 -1.437120 -6.500928 -0.024 -0.041 -0.012 0.35
H -5.008391 -1.887605 -2.454613 0.089 -0.017 0.006 0.29
H -5.136805 -0.277727 -3.218900 0.023 -0.056 -0.030 0.43
H -4.525623 -0.446952 -1.548585 -0.058 -0.003 -0.057 -0.06
C -2.612707 -0.710366 4.455700 0.009 -0.102 -0.094 -0.45
O -2.610094 0.185412 5.590526 0.000 0.000 0.027 -0.38
C -2.563414 1.470205 5.285688 -0.070 0.007 0.005 0.77
O -2.490874 1.955137 4.186790 0.017 -0.005 0.003 -0.59
O -2.626790 2.175905 6.429368 0.042 -0.016 0.018 -0.40
C -2.577291 3.590616 6.241959 -0.032 0.095 0.090 -0.44
H -2.636916 -1.710248 4.877105 0.007 0.016 0.019 0.32
H -3.481762 -0.555699 3.821389 0.030 0.045 -0.018 0.25
H -1.708171 -0.574895 3.865606 -0.020 0.034 -0.008 0.21
H -3.401517 3.922728 5.613438 0.061 0.022 -0.052 0.05
H -1.638224 3.906073 5.792081 -0.021 -0.044 -0.058 0.34
H -2.674226 4.021437 7.235740 0.003 -0.021 0.000 0.33
C 6.030726 -3.004700 0.697557 -0.024 -0.079 -0.101 -0.59
O 5.112622 -2.353350 1.580439 0.011 -0.001 -0.003 -0.25
C 5.668066 -1.484892 2.418669 -0.002 0.023 -0.041 0.77
O 6.842926 -1.223447 2.492572 0.006 0.005 0.007 -0.57
O 4.702876 -0.947020 3.160002 -0.013 -0.004 0.025 -0.27
C 5.149534 0.020915 4.111762 -0.041 0.019 0.028 -0.65
H 5.423843 -3.664267 0.084826 -0.011 0.011 0.013 0.22
H 6.544035 -2.280405 0.067143 0.016 0.007 0.041 0.23
H 6.762335 -3.581561 1.260652 0.015 0.040 0.012 0.32
H 5.635991 0.855413 3.609382 0.021 -0.017 0.002 0.30
H 5.841722 -0.430103 4.820985 0.017 0.006 -0.020 0.29
H 4.252855 0.359226 4.621720 0.003 -0.005 -0.006 0.21
C -6.231317 2.991819 6.609438 0.055 -0.031 -0.062 -0.62
O -6.370376 4.424943 6.619346 0.012 -0.045 0.034 -0.19
C -7.365349 4.874337 7.376540 -0.005 -0.022 -0.009 0.68
O -8.127881 4.206714 8.023977 0.011 0.014 0.002 -0.57
O -7.379184 6.209740 7.298991 -0.010 0.006 0.009 -0.22
C -8.412651 6.831949 8.068301 0.003 0.035 -0.007 -0.70
H -5.398473 2.782103 5.946092 -0.022 0.009 0.001 0.08
H -6.015097 2.626031 7.610859 -0.021 0.010 -0.001 0.33
H -7.140274 2.528224 6.233225 -0.008 0.007 0.026 0.36
H -8.297636 6.594491 9.124396 -0.012 -0.014 -0.008 0.31
H -9.392492 6.502069 7.727901 0.005 -0.012 0.015 0.30
H -8.294161 7.898844 7.904506 0.001 -0.007 -0.001 0.21
C -0.749938 8.852925 3.808637 0.019 0.038 -0.024 -0.62
O -2.123128 8.897235 4.207512 -0.005 -0.008 0.002 -0.35
C -2.563516 7.766456 4.764937 0.010 0.009 0.025 0.76
O -1.902454 6.777143 4.950379 -0.002 0.007 0.009 -0.53
O -3.843952 7.923284 5.084104 0.028 -0.021 -0.042 -0.35
C -4.445117 6.752495 5.658109 -0.109 -0.016 0.079 -0.42
H -0.540719 9.827496 3.377848 -0.008 -0.004 0.003 0.21
H -0.106878 8.672275 4.668347 -0.007 -0.017 -0.005 0.29
H -0.591257 8.069699 3.069590 -0.001 -0.010 0.018 0.30
H -3.914773 6.466132 6.564623 0.000 -0.041 -0.017 0.28
H -4.427148 5.928960 4.947692 0.024 0.013 -0.004 0.31
H -5.469832 7.014510 5.896898 0.041 0.061 -0.046 0.16
C 7.773933 -5.022208 -4.581342 -0.011 -0.045 0.011 -0.58
O 7.898834 -4.116068 -3.478836 0.011 0.001 -0.006 -0.32
C 7.983319 -2.834719 -3.832527 -0.068 0.002 0.009 0.84
O 7.974470 -2.413632 -4.959950 0.012 0.017 -0.022 -0.57
O 8.072484 -2.098558 -2.726149 0.002 -0.017 0.016 -0.28
C 8.147917 -0.687612 -2.960006 0.009 0.030 0.062 -0.68
H 7.715598 -6.011487 -4.138208 0.001 0.011 0.006 0.22
H 6.871273 -4.808852 -5.151304 0.017 0.020 -0.003 0.25
H 8.640881 -4.949004 -5.235504 -0.013 0.016 -0.004 0.29
H 7.258066 -0.339458 -3.481043 0.010 -0.010 -0.022 0.31
H 9.032097 -0.444889 -3.546527 -0.018 -0.006 -0.020 0.31
H 8.210645 -0.234290 -1.975399 -0.001 -0.009 -0.004 0.22
```
Forces are in eV/Å.

Its HOMO-LUMO gap is 3.582 eV. Its spin multiplicity is 1. As for the charge: -1. Its strongest force on any atom is 0.028 hartree/bohr.

DFT total energy per entry: -9365.42063 -15109.74369 -12985.93112 -7284.61744 -7793.92775 -86465.68364 eV